#A
Formula: C2H7O2
Source: the OMol25 dataset
Level of theory: wB97M-V/def2-TZVPD

Its charge is +1. The gap between HOMO and LUMO comes out at 0.436 Ha. Its highest occupied orbital energy is -17.432 eV. The LUMO energy comes out at -5.6 eV.

Element x y z (Å)
O  0.7921  2.5339  0.5375
H  1.1744  3.4305  0.4507
H  -0.7993  -2.6539  0.2481
H  0.2487  2.5408  1.3749
C  -0.9655  -1.6157  -0.1039
C  0.2927  -1.0707  -0.6475
O  0.8394  0.1373  -0.4637
H  -1.4418  -1.1229  0.7968
H  -1.7366  -1.6669  -0.8871
H  0.8139  -1.6454  -1.3827
H  0.7820  1.1330  0.0769

---

#B
Formula: C2H7O2
Source: the OMol25 dataset
Level of theory: wB97M-V/def2-TZVPD

Its charge is +1. The gap between HOMO and LUMO comes out at 0.316 Ha. Its highest occupied orbital energy is -16.074 eV. The LUMO energy comes out at -7.5 eV.

Element x y z (Å)
C  -1.1502  -0.4904  0.5559
C  1.9219  -0.0646  -0.0399
O  -0.6185  0.7576  -1.3053
O  -0.2757  0.4831  0.0660
H  -1.5453  -1.4500  0.0597
H  -0.8464  -0.6979  1.5801
H  -2.0831  0.1389  0.7824
H  1.9769  0.8856  -0.5202
H  1.9649  -0.2505  1.0234
H  1.8052  -0.8987  -0.7418
H  -1.1498  1.5870  -1.4604

---

Ranked by calculated energy, most stable first: #A, #B.

---

#A
Formula: CH3NSi
Source: the OMol25 dataset
Level of theory: wB97M-V/def2-TZVPD

The gap between HOMO and LUMO comes out at 0.289 Ha. Its highest occupied orbital energy is -9.764 eV. The LUMO energy comes out at -1.9 eV.

Element x y z (Å)
C  1.5403  0.3400  -1.7556
N  2.2692  0.6100  -2.6057
Si  0.6084  0.0750  -0.1549
H  -1.9061  -0.4938  2.7319
H  -2.0609  0.2447  2.5417
H  -0.4510  -0.7759  -0.7574

---

#B
Formula: CH3NSi
Source: the OMol25 dataset
Level of theory: wB97M-V/def2-TZVPD

The gap between HOMO and LUMO comes out at 0.296 Ha. Its highest occupied orbital energy is -9.070 eV. The LUMO energy comes out at -1.0 eV.

Element x y z (Å)
C  -1.0115  -0.8592  -1.6449
N  -0.0878  -1.7509  0.4667
Si  0.2491  -0.4174  -0.4594
H  1.0156  0.6579  -0.0665
H  -1.9216  -0.1524  -1.5046
H  -0.7002  -1.5652  1.1851

---

Ranked by calculated energy, most stable first: #A, #B.

---

#A
Formula: C8H16O2
Source: the OMol25 dataset
Level of theory: wB97M-V/def2-TZVPD

The gap between HOMO and LUMO comes out at 0.354 Ha. Its highest occupied orbital energy is -8.871 eV. The LUMO energy comes out at 0.8 eV.

Element x y z (Å)
C  1.2884  1.7349  0.7250
C  0.8855  0.5628  -0.1499
O  0.3832  0.7787  -1.2697
C  1.6739  -0.7238  0.0959
C  1.1052  -1.8757  -0.7299
C  1.7495  -1.0968  1.5772
H  0.8298  2.6475  0.3449
H  2.3670  1.8567  0.7105
H  0.9817  1.5701  1.7523
H  2.6856  -0.5079  -0.2677
H  1.7360  -2.7598  -0.6309
H  0.1080  -2.1312  -0.3777
H  1.0497  -1.5956  -1.7823
H  2.2649  -0.3435  2.1698
H  2.2803  -2.0404  1.6991
H  0.7398  -1.2304  1.9707
C  -2.5434  1.7970  -0.3566
C  -1.9719  0.6042  -0.4518
C  -2.3326  -0.4599  -1.4301
O  -1.2048  0.0726  0.6915
H  -3.2211  2.1356  -1.1214
H  -2.3106  2.4928  0.4346
H  -3.2095  -0.1628  -2.0019
H  -1.5024  -0.6136  -2.1158
H  -2.5251  -1.3953  -0.9201
H  -1.3070  0.6838  1.4344

---

#B
Formula: C8H16O2
Source: the OMol25 dataset
Level of theory: wB97M-V/def2-TZVPD

The gap between HOMO and LUMO comes out at 0.359 Ha. Its highest occupied orbital energy is -8.822 eV. The LUMO energy comes out at 0.9 eV.

Element x y z (Å)
C  0.6045  1.9446  0.8348
C  0.1016  1.3662  -0.2738
C  0.7427  0.1870  -1.2654
C  -0.3865  -0.6692  -1.8329
C  1.4512  0.9266  -2.3961
H  0.9230  1.3666  1.6903
H  0.4762  3.0100  0.9914
H  -0.4253  2.0560  -0.9313
H  1.4720  -0.4620  -0.7690
H  -0.5839  -1.5425  -1.2095
H  -0.1380  -1.1065  -2.8068
H  -1.3131  -0.1022  -1.9694
H  0.7658  1.6097  -2.9114
H  2.2972  1.5139  -2.0271
H  1.8339  0.2234  -3.1442
C  -2.3237  0.0122  1.5531
O  -0.9711  -0.2748  1.1457
C  -0.4475  -1.5718  1.3901
C  0.9875  -1.5480  1.8211
O  -1.1369  -2.5649  1.4011
H  -2.7996  -0.8367  2.0457
H  -2.3114  0.8702  2.2276
H  -2.8905  0.2601  0.6533
H  1.0951  -2.0263  2.7976
H  1.4039  -0.5449  1.9044
H  1.5729  -2.0967  1.0805

---

Ranked by calculated energy, most stable first: #A, #B.

---

#A
Formula: C11H22N6O4
Source: the OMol25 dataset
Level of theory: wB97M-V/def2-TZVPD

The gap between HOMO and LUMO comes out at 0.300 Ha. Its highest occupied orbital energy is -8.270 eV. The LUMO energy comes out at -0.1 eV.

Element x y z (Å)
C  2.9236  -0.3168  0.5926
C  2.2464  1.0219  0.8396
C  2.0623  -1.5206  0.9092
C  2.9701  -2.9553  1.2240
C  2.0132  -3.9645  1.6426
C  0.2038  0.7324  -0.6555
C  -0.1189  1.4432  -1.9022
C  -1.0294  0.5851  0.3798
C  -1.7597  1.9186  0.5124
C  -3.1555  1.5234  0.0178
C  -4.5484  1.1115  -1.8597
H  4.2924  0.1586  2.0496
H  4.8285  0.6556  0.4893
H  3.1223  -0.3584  -0.5522
H  1.2008  -1.6790  -0.1671
H  1.5034  -0.9143  1.9437
H  3.5272  -3.3495  0.2084
H  3.8795  -2.7992  1.9173
H  2.1986  -5.7454  2.7111
H  3.6156  -4.9852  2.4397
H  1.1699  2.6382  0.2295
H  0.6388  -0.2057  -0.8469
H  -0.8697  -0.0595  1.3343
H  -1.6466  -0.0783  -0.1118
H  -2.0249  2.3071  1.6684
H  -1.4904  2.8031  -0.0803
H  -3.9296  2.3627  0.2675
H  -3.3879  0.8186  0.7880
H  -2.3218  1.4300  -1.9450
H  -5.3525  1.1569  -0.2736
H  -4.1107  1.9016  -3.8131
H  -5.7113  1.0919  -3.5322
H  1.2797  2.4723  -1.6576
N  4.4087  -0.2495  1.0710
N  2.6293  -5.1212  1.9862
N  1.2421  1.4790  -0.0136
N  -3.2958  1.1533  -1.4052
N  -5.6875  1.1808  -1.2276
N  -4.6803  1.0833  -3.3062
O  2.7155  1.7478  1.7655
O  0.6979  -3.7956  1.4373
O  -1.0548  1.0751  -2.6104
O  0.8061  2.2461  -2.4647

---

#B
Formula: C11H22N6O4
Source: the OMol25 dataset
Level of theory: wB97M-V/def2-TZVPD

The gap between HOMO and LUMO comes out at 0.359 Ha. Its highest occupied orbital energy is -9.588 eV. The LUMO energy comes out at 0.2 eV.

Element x y z (Å)
H  3.9040  1.7063  -1.3086
N  3.7280  0.7999  -1.0545
C  4.7891  0.3892  -0.4215
N  5.8542  1.1230  0.0050
N  4.5396  -0.8677  0.2186
C  3.6756  -1.7448  -0.5288
C  2.1434  -1.5171  -0.4880
C  1.4183  -0.8436  0.6823
C  0.2264  -0.0614  0.2326
N  0.5649  1.1749  -0.5107
C  -0.7503  0.3671  1.3947
O  -0.4816  0.6800  2.5481
N  -2.0639  0.6076  0.9941
C  -2.5014  1.0414  -0.3474
C  -4.0334  0.8174  -0.4168
C  -4.7565  -0.5361  0.0730
C  -4.0982  -1.9046  -0.2141
N  -2.9136  -2.1771  0.3313
O  -4.5335  -2.6100  -1.1589
C  -2.2548  2.5487  -0.4474
O  -3.1029  3.2609  -1.0464
O  -1.2555  3.1875  0.1604
H  6.6128  0.5546  0.4834
H  5.5176  1.9508  0.4445
H  3.9973  -0.5311  1.1062
H  3.9622  -1.9655  -1.5918
H  3.7656  -2.7524  0.0094
H  1.4509  -2.3179  -0.6956
H  1.9727  -0.8653  -1.2315
H  0.8901  -1.4381  1.5199
H  1.8318  -0.1401  1.3666
H  -0.4003  -0.7876  -0.1876
H  0.3426  0.9228  -1.5065
H  1.5602  1.4065  -0.5304
H  -2.5641  0.6282  1.8375
H  -1.9603  0.4241  -1.0782
H  -4.4206  1.0768  -1.4276
H  -4.5374  1.5740  0.2996
H  -5.8561  -0.5656  -0.1802
H  -4.7233  -0.5118  1.2766
H  -2.4353  -3.0271  0.0244
H  -2.4758  -1.5876  1.0502
H  -0.6283  2.5107  0.3145

---

Ranked by calculated energy, most stable first: #B, #A.

---

#A
Formula: C18H19FN2O3S
Source: the OMol25 dataset
Level of theory: wB97M-V/def2-TZVPD

The gap between HOMO and LUMO comes out at 0.309 Ha. Its highest occupied orbital energy is -7.998 eV. The LUMO energy comes out at 0.4 eV.

Element x y z (Å)
C  0.9495  1.4592  -4.3070
C  0.8050  0.4143  -3.1898
O  0.5640  -0.7856  -3.4094
C  0.8720  0.9521  -1.7419
C  1.6008  0.0713  -0.6282
C  3.0617  0.0795  -0.7466
C  3.8526  -0.2108  -1.8709
C  5.2427  -0.0418  -1.8677
F  6.0279  -0.1202  -2.8981
C  5.9213  0.4412  -0.7335
C  5.2087  0.6794  0.4691
C  3.8316  0.4640  0.3513
S  2.7610  0.6573  1.7382
O  2.7414  -0.5539  2.5593
O  2.9896  1.9519  2.4493
N  1.4467  0.6833  0.6307
C  0.2009  0.5799  1.2670
C  -0.6376  1.6807  1.5818
C  -1.8960  1.6330  2.1766
C  -2.2931  0.4622  2.7923
N  -3.3692  0.4308  3.5640
C  -4.3365  -0.6448  3.2091
C  -3.5107  1.4665  4.6455
C  -1.4798  -0.6604  2.5754
C  -0.2783  -0.6051  1.8377
H  0.2517  2.3481  -4.1391
H  0.7018  0.9974  -5.3107
H  1.9960  1.9397  -4.3265
H  -0.1207  0.9207  -1.3064
H  1.4128  1.9015  -1.7097
H  1.2666  -0.9293  -0.7148
H  3.4768  -0.6913  -2.8439
H  6.9688  0.5012  -0.5823
H  5.6564  0.9311  1.3425
H  -0.2001  2.6341  1.2982
H  -2.4402  2.6525  2.2948
H  -4.5704  -0.7266  2.0773
H  -5.2694  -0.3108  3.6675
H  -4.1050  -1.7096  3.6197
H  -2.6709  2.2252  4.6816
H  -3.7046  1.0770  5.6451
H  -4.3446  2.1083  4.4414
H  -1.7016  -1.6173  3.1062
H  0.4041  -1.4518  1.5884

---

#B
Formula: C18H19FN2O3S
Source: the OMol25 dataset
Level of theory: wB97M-V/def2-TZVPD

The gap between HOMO and LUMO comes out at 0.347 Ha. Its highest occupied orbital energy is -8.831 eV. The LUMO energy comes out at 0.6 eV.

Element x y z (Å)
O  0.3054  0.6294  1.6092
C  1.1728  1.0457  0.8570
N  2.1946  0.3009  0.3741
C  2.4792  -1.0782  0.4188
C  3.8170  -1.4340  0.2470
C  4.2095  -2.7567  0.2104
C  3.2624  -3.7598  0.3349
C  1.9335  -3.4238  0.5015
C  1.5278  -2.0961  0.5535
N  0.1404  -1.8477  0.6709
S  -0.5717  -1.5849  -0.8244
O  -0.4093  -2.7628  -1.6194
O  -0.1093  -0.3417  -1.3906
C  -2.2810  -1.4009  -0.3345
C  -2.6565  -0.2759  0.3764
C  -3.9757  -0.1296  0.7688
C  -4.8802  -1.1238  0.4319
F  -6.1642  -0.9859  0.8096
C  -4.5116  -2.2548  -0.2781
C  -3.1887  -2.3888  -0.6633
C  1.2485  2.4963  0.4065
C  1.2072  2.5910  -1.1382
C  0.2196  3.7184  -1.4356
C  -0.8131  3.5632  -0.3256
C  0.0500  3.3186  0.9110
H  2.8829  0.8169  -0.1576
H  4.5541  -0.6516  0.1293
H  5.2516  -3.0021  0.0741
H  3.5573  -4.7966  0.2918
H  1.1698  -4.1804  0.5769
H  -0.0182  -1.0053  1.2401
H  -1.9182  0.4702  0.6222
H  -4.3079  0.7319  1.3258
H  -5.2504  -3.0030  -0.5169
H  -2.8420  -3.2447  -1.2196
H  2.1844  2.9090  0.7974
H  0.8213  1.6564  -1.5488
H  2.1898  2.7847  -1.5688
H  0.7125  4.6894  -1.3525
H  -0.2127  3.6315  -2.4306
H  -1.4336  2.6901  -0.5319
H  -1.4572  4.4346  -0.2170
H  0.3939  4.2692  1.3202
H  -0.4840  2.7818  1.6941

---

Ranked by calculated energy, most stable first: #B, #A.

---

#A
Formula: C4H5ClS
Source: the OMol25 dataset
Level of theory: wB97M-V/def2-TZVPD

The gap between HOMO and LUMO (spin up / spin down) comes out at 0.287 / 0.272 Ha. Its highest occupied orbital energy (spin up / spin down) is -7.701 / -7.603 eV. The LUMO energy (spin up / spin down) comes out at 0.1 / -0.2 eV.

Element x y z (Å)
C  -0.0235  -1.1159  -1.2564
C  -0.0707  -0.0473  -0.5240
C  0.4087  -0.7386  1.8786
C  -0.3217  1.4053  -0.4771
S  -0.1542  0.2295  2.9790
Cl  1.2457  -2.1372  2.0673
H  -0.1938  -0.8416  -2.2966
H  0.1287  -2.1094  -0.8671
H  -0.0423  1.7216  -1.4513
H  0.3631  2.0250  0.2920
H  -1.3398  1.6087  -0.3443

---

#B
Formula: C4H5ClS
Source: the OMol25 dataset
Level of theory: wB97M-V/def2-TZVPD

The gap between HOMO and LUMO comes out at 0.297 Ha. Its highest occupied orbital energy is -9.044 eV. The LUMO energy comes out at -1.0 eV.

Element x y z (Å)
C  -1.8238  -1.3826  -0.4963
C  -1.3548  -0.1910  -0.8930
C  -0.3243  0.5886  -0.1681
S  0.1283  2.0469  -0.6805
C  0.2736  -0.0017  1.0961
Cl  1.3356  -1.4001  0.7537
H  -2.5790  -1.8935  -1.0657
H  -1.4256  -1.8465  0.3729
H  -1.7362  0.2886  -1.7843
H  -0.5095  -0.3736  1.7348
H  0.8688  0.7966  1.5852

---

#C
Formula: C4H5ClS
Source: the OMol25 dataset
Level of theory: wB97M-V/def2-TZVPD

The gap between HOMO and LUMO (spin up / spin down) comes out at 0.218 / 0.218 Ha. Its highest occupied orbital energy (spin up / spin down) is -8.025 / -8.025 eV. The LUMO energy (spin up / spin down) comes out at -2.1 / -2.1 eV.

Element x y z (Å)
C  -0.5601  0.3635  -0.0221
C  -1.9876  0.1815  -0.0275
C  0.5162  -0.4702  -0.3161
C  1.9079  -0.0216  0.1075
S  -4.1686  1.1856  0.2568
Cl  -2.4621  -1.3159  -0.3603
H  -0.2541  1.2631  0.5741
H  0.3623  -1.4804  -0.8699
H  2.2359  -0.6889  0.8470
H  1.7654  0.8950  0.6043
H  2.6448  0.0885  -0.7937

---

Ranked by calculated energy, most stable first: #B, #A, #C.